[1]
Here is C27H37N5O4Re as an isolated structure from OMol25. Energies are from ωB97M-V with the def2-TZVPD basis set.

Each line ends with the Löwdin charge.
Positions of all 74 atoms, in Å:
Re 0.075 0.073 -0.210  1.817
C 3.163 -2.713 3.243  0.050
N 2.797 -1.449 2.562  -0.073
C 3.618 -0.281 2.941  0.051
C 1.831 -1.368 1.707  -0.355
O 1.512 -0.257 1.145  -0.145
C 1.003 -2.575 1.326  -0.056
O 0.148 -2.190 0.234  -0.282
C 0.015 -3.125 -0.845  -0.044
C -0.093 -2.302 -2.100  -0.329
O -0.047 -1.018 -1.964  -0.167
N -0.238 -2.852 -3.263  -0.074
C -0.337 -2.070 -4.511  0.051
C -0.302 -4.317 -3.466  0.053
H 4.033 -3.149 2.754  0.125
H 3.411 -2.468 4.273  0.123
H 2.333 -3.413 3.252  0.100
H 4.659 -0.599 2.933  0.121
H 3.467 0.529 2.237  0.097
H 3.340 0.027 3.947  0.123
H 1.613 -3.435 1.049  0.157
H 0.383 -2.863 2.177  0.141
H 0.868 -3.805 -0.876  0.155
H -0.894 -3.715 -0.698  0.169
H -0.213 -1.012 -4.311  0.095
H 0.445 -2.415 -5.186  0.121
H -1.307 -2.266 -4.963  0.122
H -0.351 -4.853 -2.524  0.097
H -1.196 -4.539 -4.044  0.125
H 0.578 -4.629 -4.024  0.125
C -1.898 -1.511 2.317  -0.005
C -1.766 -0.027 2.392  -0.241
C -2.476 0.577 3.428  0.034
C -2.519 1.941 3.567  0.055
C -1.841 2.710 2.631  0.051
C -1.130 2.088 1.637  -0.193
N -1.048 0.717 1.497  0.014
C -0.393 2.859 0.631  -0.164
C -0.308 4.236 0.596  0.067
C 0.453 4.844 -0.394  0.063
C 1.151 4.057 -1.295  0.067
C 1.042 2.684 -1.210  -0.144
N 0.250 2.099 -0.283  -0.006
C 1.864 1.731 -1.965  -0.172
C 2.591 2.097 -3.071  0.052
C 3.487 1.181 -3.615  0.048
C 3.613 -0.043 -2.995  0.035
C 2.815 -0.381 -1.907  -0.250
C 3.013 -1.729 -1.286  0.023
N 1.922 0.491 -1.404  0.043
H -1.328 -1.977 3.124  0.111
H -1.621 -1.933 1.362  0.060
H -2.940 -1.777 2.497  0.117
H -3.018 -0.062 4.114  0.150
H -3.080 2.407 4.367  0.152
H -1.875 3.787 2.694  0.135
H -0.813 4.842 1.332  0.136
H 0.533 5.923 -0.433  0.153
H 1.807 4.509 -2.025  0.141
H 2.482 3.082 -3.501  0.138
H 4.082 1.431 -4.484  0.148
H 4.333 -0.769 -3.353  0.147
H 3.963 -1.740 -0.746  0.125
H 3.081 -2.502 -2.052  0.116
H 2.223 -1.981 -0.591  0.032
C -4.077 0.011 -0.555  -0.027
C -3.049 1.055 -0.879  -0.143
O -1.725 0.403 -1.184  -0.218
H -5.013 0.514 -0.302  0.116
H -3.784 -0.601 0.298  0.071
H -4.283 -0.635 -1.409  0.100
H -2.849 1.743 -0.067  0.104
H -3.280 1.630 -1.774  0.145
H -1.796 -0.107 -2.004  0.118

Energy above the lowest of the compared OMol25 structures with the same formula, charge and spin in eV: 0.628
Gap between HOMO and LUMO (alpha / beta) in eV: 7.19 / 6.76
HOMO (alpha / beta) in eV: -19.98 / -19.98
F_max in eV Å⁻¹: 1.18
Charge: +4
2S+1: 2


[2]
Here is a 3-piece molecular cluster, C5H17NO2 overall from OMol25. Energies are from ωB97M-V with the def2-TZVPD basis set.

Each line ends with the Löwdin charge.
Positions of all 25 atoms, in Å:
C 0.678 -1.911 -1.361  -0.172
N 1.825 -1.318 -0.787  -0.124
C 1.338 -0.353 0.204  -0.185
C 0.835 1.123 -0.253  -0.384
C 1.941 2.243 -0.239  -0.090
C -0.243 1.546 0.766  -0.109
H 0.857 -2.342 -2.382  0.100
H 0.431 -2.802 -0.815  0.077
H -0.099 -1.231 -1.515  0.040
H 2.543 -1.049 -1.414  0.092
H 0.436 -0.838 0.632  0.104
H 2.193 -0.066 0.923  0.136
H 0.379 1.114 -1.218  0.105
H 1.449 3.206 -0.458  0.067
H 2.510 2.444 0.639  0.058
H 2.559 2.107 -1.179  0.088
H -0.902 0.873 1.046  -0.032
H -0.015 1.991 1.841  0.128
H -0.746 2.472 0.174  0.133
O -3.631 -2.202 2.550  -0.126
H -3.676 -1.475 1.833  0.043
H -2.734 -2.575 2.313  0.047
O -2.880 -0.351 -0.131  -0.019
H -2.055 0.109 -0.175  -0.015
H -2.995 -0.717 -0.995  0.036

SMILES: CNCC(C)C.O.O
Energy above the lowest of the compared OMol25 structures with the same formula, charge and spin in eV: 2.498
Gap between HOMO and LUMO in eV: 9.24
HOMO in eV: -8.72
F_max in eV Å⁻¹: 7.06
2S+1: 1


[3]
Here is a 2-piece molecular cluster, C6H14O overall from OMol25. Energies are from ωB97M-V with the def2-TZVPD basis set.

Each line ends with the Löwdin charge.
Positions of all 21 atoms, in Å:
C 0.281 -0.680 -0.842  0.022
C 0.092 -0.093 0.335  -0.350
C 1.092 -0.015 1.487  -0.070
C -1.047 0.955 0.644  -0.174
C -2.274 0.237 1.254  -0.248
C -2.638 -1.114 0.607  -0.109
H 1.069 -1.443 -0.801  0.066
H -0.405 -0.799 -1.663  0.054
H 0.562 0.252 2.404  0.067
H 1.864 0.740 1.352  0.083
H 1.563 -0.985 1.675  0.075
H -0.661 1.628 1.398  0.090
H -1.290 1.475 -0.288  0.109
H -1.997 0.026 2.285  0.092
H -3.095 0.948 1.337  0.098
H -2.066 -1.933 1.042  0.072
H -3.697 -1.399 0.673  0.068
H -2.409 -1.084 -0.460  0.055
O 5.096 0.880 -3.801  -0.073
H 4.248 1.172 -4.168  0.034
H 5.710 1.230 -4.470  0.039

SMILES: C=C(C)CCC.O
Energy above the lowest of the compared OMol25 structures with the same formula, charge and spin in eV: 1.501
Gap between HOMO and LUMO in eV: 10.22
HOMO in eV: -9.33
F_max in eV Å⁻¹: 3.24
2S+1: 1